# 1
# C25H43ClN6O7P2S

A 2-piece molecular cluster, C25H43ClN6O7P2S overall (wB97M-V/def2-TZVPD, the Open Molecules 2025 dataset).

* SMILES: CC(=O)OCCCc1nc2c(Cl)c(CCC(C)C)c(P(O)(O)=S)cc2nc1CON=O.CN(C)P(=O)(N(C)C)N(C)C
* F_max: 7.19 eV/A
* molar mass: 669.12 u
* E_HOMO: -8.01 eV
* E: -91828.22142 eV
* orbital gap: 7.20 eV

Geometry as ORCA input:
```
! wB97M-V def2-TZVPD RIJCOSX def2/J DEFGRID3
* xyz 0 1
Cl -3.588 -2.155 1.045
S 0.277 -4.622 -3.045
P 3.183 1.585 -2.006
P 0.854 -2.952 -2.298
O 2.751 -1.528 4.749
O 2.600 -3.658 4.652
O -3.172 2.480 3.683
O 2.413 -3.089 -1.937
O 3.268 0.079 -2.092
O -2.952 2.215 1.457
O 0.813 -1.720 -3.345
N 4.110 1.958 -3.409
N 1.268 -1.363 2.492
N 2.478 3.170 -1.829
N -1.569 -1.358 2.908
N 2.234 -2.743 5.269
N 3.984 1.744 -0.472
C -2.076 1.641 4.074
C 1.635 -0.601 4.750
C -2.564 0.372 4.767
C 1.116 3.283 -2.357
C 3.152 4.438 -1.871
C 5.311 2.739 -3.602
C -1.886 -2.134 0.661
C -5.081 1.742 2.333
C -3.632 2.165 2.438
C 5.354 2.210 -0.291
C -1.351 -0.509 5.148
C -0.724 -0.981 3.834
C 3.710 0.646 0.460
C -3.497 -1.930 -2.071
C 0.850 -2.083 0.259
C -1.429 -2.486 -0.589
C -4.874 -2.610 -2.319
C 0.011 -2.469 -0.752
C -5.951 -1.501 -2.123
C 0.361 -1.709 1.533
C -2.315 -2.883 -1.768
C -1.018 -1.729 1.722
C -5.227 -3.769 -1.352
C 0.693 -1.011 3.611
C 3.527 1.537 -4.674
H -4.946 -2.908 -3.367
H -5.627 2.508 1.775
H 2.959 0.610 -4.559
H 1.171 -0.705 5.728
H 2.084 0.373 4.563
H -3.257 -1.400 -3.001
H -1.426 1.447 3.217
H -6.164 -3.579 -0.829
H 0.570 4.091 -1.864
H 5.408 3.299 -0.213
H -3.614 -1.148 -1.322
H 3.856 0.986 1.487
H -0.670 0.145 5.691
H 6.045 2.177 -4.191
H -4.434 -4.048 -0.666
H -6.927 -1.934 -1.886
H 2.653 5.123 -1.178
H 3.118 4.891 -2.872
H -5.679 -0.907 -1.244
H -1.677 -2.874 -2.648
H -2.605 -3.926 -1.625
H 5.805 3.005 -2.672
H 0.289 -0.989 -2.990
H 2.843 2.299 -5.077
H -5.555 1.669 3.313
H 4.192 4.399 -1.562
H 2.852 -2.222 -2.033
H 5.764 1.841 0.649
H -1.654 -1.383 5.726
H -5.426 -4.658 -1.964
H -6.089 -0.884 -3.014
H 1.920 -2.054 0.094
H 5.105 3.675 -4.140
H 4.298 1.338 -5.421
H 2.678 0.306 0.380
H -3.307 -0.174 4.189
H -3.003 0.701 5.716
H 1.111 3.472 -3.441
H 6.029 1.854 -1.075
H 0.554 2.362 -2.176
H 4.363 -0.218 0.286
H -5.167 0.803 1.788
H -1.489 2.226 4.788
*
```


# 2
# C4ClIrN3O8S

C4ClIrN3O8S as an isolated structure (wB97M-V/def2-TZVPD, the Open Molecules 2025 dataset).

* F_max: 0.76 eV/A
* molar mass: 477.79 u
* E_HOMO (spin up / spin down): -6.47 / -6.52 eV
* E: -51186.86447 eV
* orbital gap (spin up / spin down): 7.64 / 6.52 eV

Geometry as ORCA input:
```
! wB97M-V def2-TZVPD RIJCOSX def2/J DEFGRID3
* xyz -1 5
Ir 0.370 0.007 -0.298
Cl -2.415 0.867 1.938
S 1.065 1.499 -2.420
O -1.026 -1.028 0.131
O 1.931 0.776 -1.335
O 1.099 2.913 -2.254
O 1.326 0.957 -3.713
O -3.511 1.720 1.468
O 0.273 1.310 0.858
O -2.297 0.749 3.394
O -0.331 0.931 -1.887
N 5.867 -1.276 2.072
N 3.533 -4.952 1.253
N 1.530 -1.071 0.965
C 3.647 -2.386 1.400
C 3.581 -3.803 1.319
C 4.866 -1.756 1.767
C 2.527 -1.650 1.140
*
```


# 3
# C2H3INO2

An isolated ion of composition C2H3INO2 and charge +1 (wB97M-V/def2-TZVPD, the Open Molecules 2025 dataset).

* SMILES: C[N+](=O)C(=O)I
* F_max: 4.19 eV/A
* molar mass: 199.95 u
* E_HOMO: -14.98 eV
* E: -15796.66143 eV
* orbital gap: 6.82 eV
* energy above the lowest of the compared OMol25 structures with the same formula, charge and spin: 135.9 kJ/mol

Geometry as ORCA input:
```
! wB97M-V def2-TZVPD RIJCOSX def2/J DEFGRID3
* xyz 1 1
I -0.332 2.025 2.347
O -1.048 -0.611 1.176
O 1.336 1.278 -0.096
N -0.310 -0.221 0.362
C -0.099 -0.733 -0.920
C 0.433 1.020 0.670
H -1.035 -1.162 -1.435
H 0.539 -0.090 -1.485
H 0.517 -1.505 -0.620
*
```


# 4
# C4H8N2

One molecule with the formula C4H8N2 (wB97M-V/def2-TZVPD, the Open Molecules 2025 dataset).

* F_max: 6.01 eV/A
* molar mass: 84.12 u
* E_HOMO: -7.94 eV
* E: -7254.10123 eV
* orbital gap: 8.80 eV
* energy above the lowest of the compared OMol25 structures with the same formula, charge and spin: 364.2 kJ/mol

Geometry as ORCA input:
```
! wB97M-V def2-TZVPD RIJCOSX def2/J DEFGRID3
* xyz 0 1
N 0.154 1.791 -0.904
N 0.308 0.978 -0.008
C -0.697 -1.539 0.830
C -0.043 -0.577 1.898
C 0.573 0.526 1.034
C 0.605 1.418 -2.185
H -0.319 1.351 -2.859
H 1.205 2.124 -2.597
H -0.753 -0.101 2.518
H 0.952 0.292 -2.183
H -1.183 -2.395 1.340
H 0.030 -1.812 0.128
H -1.435 -0.930 0.388
H 0.602 -1.126 2.598
*
```


# 5
# C2H3NOS2

A 2-piece molecular cluster, C2H3NOS2 overall (wB97M-V/def2-TZVPD, the Open Molecules 2025 dataset).

* SMILES: C#[N+][S-].O=CS
* F_max: 4.52 eV/A
* molar mass: 121.19 u
* E_HOMO: -8.61 eV
* E: -27328.23745 eV
* orbital gap: 9.25 eV
* energy above the lowest of the compared OMol25 structures with the same formula, charge and spin: 245.0 kJ/mol

Geometry as ORCA input:
```
! wB97M-V def2-TZVPD RIJCOSX def2/J DEFGRID3
* xyz 0 1
S -2.569 -0.702 0.013
S 0.942 -2.018 -0.028
O 1.103 0.610 -0.033
N -1.815 0.647 -0.019
C -1.132 1.593 0.004
C 1.668 -0.439 0.096
H -0.605 2.489 -0.103
H -0.331 -1.626 -0.243
H 2.737 -0.554 0.314
*
```


# 6
# C2H5ClN2O3S

A 2-piece molecular cluster, C2H5ClN2O3S overall (wB97M-V/def2-TZVPD, the Open Molecules 2025 dataset).

* F_max: 1.47 eV/A
* molar mass: 172.59 u
* E_HOMO: -9.71 eV
* E: -34631.45811 eV
* orbital gap: 9.21 eV
* energy above the lowest of the compared OMol25 structures with the same formula, charge and spin: 0.0 kJ/mol

Geometry as ORCA input:
```
! wB97M-V def2-TZVPD RIJCOSX def2/J DEFGRID3
* xyz 0 1
Cl 0.757 1.956 -2.634
S -0.466 -1.240 1.200
O -1.552 -2.439 0.878
O 0.780 -1.851 1.576
O 0.752 1.677 2.219
N -0.222 -0.879 -0.485
N 1.603 2.203 2.893
C -0.267 0.506 -2.433
C -0.467 0.246 -0.977
H -1.160 -3.194 0.429
H 2.061 1.523 3.565
H -1.222 0.724 -2.916
H 0.227 -0.335 -2.919
H -0.824 1.103 -0.397
*
```


# 7
# C6H28O9

A 10-piece molecular cluster, C6H28O9 overall (wB97M-V/def2-TZVPD, the Open Molecules 2025 dataset).

* SMILES: C=C/C=C/CC.O.O.O.O.O.O.O.O.O
* F_max: 5.73 eV/A
* molar mass: 244.28 u
* E_HOMO: -9.20 eV
* E: -25100.13073 eV
* orbital gap: 9.31 eV
* energy above the lowest of the compared OMol25 structures with the same formula, charge and spin: 449.8 kJ/mol

Geometry as ORCA input:
```
! wB97M-V def2-TZVPD RIJCOSX def2/J DEFGRID3
* xyz 0 1
O -0.355 0.964 1.522
O 1.759 -0.896 3.235
O 3.190 0.499 1.449
O -0.253 3.409 1.398
O -2.845 -1.177 0.931
O -2.615 1.387 0.180
O -2.216 -1.638 -1.777
O -2.536 1.059 -2.348
O -0.844 -1.345 2.613
C 0.846 0.921 -2.307
C 1.804 -2.695 -0.386
C 0.488 -2.301 -0.347
C 2.239 1.394 -1.709
C 0.376 -0.963 -0.741
C 0.728 -0.578 -2.013
H 3.001 0.634 -1.773
H 1.114 -1.361 -2.856
H 2.194 1.776 -0.679
H 2.565 2.122 -2.415
H 0.612 0.919 1.376
H 4.059 0.120 1.539
H -2.306 -0.660 -1.710
H -3.269 1.973 0.569
H -2.797 -1.781 0.164
H -2.363 1.461 -3.160
H -1.696 -1.302 3.116
H 1.474 -0.085 3.558
H 0.762 1.226 -3.431
H -0.188 2.684 0.790
H 0.111 -0.223 -0.044
H -1.162 -1.090 1.704
H -1.121 3.150 1.697
H 2.574 -2.082 -0.379
H -1.284 -1.633 -1.806
H 2.789 -0.171 1.977
H -0.044 1.508 -2.064
H -2.830 1.667 -1.737
H -0.267 -3.124 -0.477
H -0.434 0.327 2.204
H 1.100 -1.554 3.311
H 2.197 -3.700 -0.378
H -1.841 1.481 0.823
H -2.715 -0.325 0.379
*
```


# 8
# C29H32BrN5O4

One molecule with the formula C29H32BrN5O4 (wB97M-V/def2-TZVPD, the Open Molecules 2025 dataset).

* SMILES: NC(=O)C[C@H](NC(=O)Cc1ccc(Br)cc1)c1ccc(NC2CCN(Cc3ccccc3)CC2)c([N+](=O)[O-])c1
* F_max: 1.30 eV/A
* molar mass: 594.51 u
* E_HOMO: -8.22 eV
* E: -116274.98901 eV
* orbital gap: 7.76 eV

Geometry as ORCA input:
```
! wB97M-V def2-TZVPD RIJCOSX def2/J DEFGRID3
* xyz 0 1
Br -11.209 -0.140 -0.293
O -4.871 -1.924 -1.139
O -4.511 2.316 1.365
O 1.332 -3.381 -0.115
O -0.639 -4.153 0.236
N -4.395 0.426 0.138
N 0.138 -3.215 0.139
N 1.763 -0.821 -0.056
N 5.425 1.329 0.319
N -4.492 -3.809 0.006
C -4.590 -1.730 1.250
C -7.889 2.315 0.089
C 0.462 -0.749 0.259
C 8.180 -0.855 -0.380
C -2.323 -0.596 0.859
C -0.355 -1.910 0.334
C 7.631 0.340 0.061
C 3.882 -0.130 -1.001
C -7.282 0.562 -1.428
C -3.797 -0.416 1.154
C 8.269 1.534 -0.254
C 9.434 1.531 -0.997
C 9.980 0.333 -1.430
C -1.723 -1.804 0.626
C -1.518 0.555 0.808
C -8.543 0.009 -1.301
C -9.154 1.773 0.224
C 9.351 -0.859 -1.120
C -9.469 0.620 -0.475
C -6.942 1.721 -0.738
C -5.555 2.291 -0.818
C 6.362 0.365 0.873
C -4.652 -2.475 -0.076
C 3.250 0.593 1.304
C -4.760 1.701 0.349
C 4.941 0.984 -1.001
C 2.716 0.263 -0.096
C 4.330 1.680 1.195
C -0.183 0.482 0.523
H 3.528 -0.299 -2.019
H -5.077 2.025 -1.761
H -4.173 -2.359 2.035
H 2.440 0.936 1.949
H -4.509 -4.349 -0.844
H -5.620 -1.478 1.520
H 6.602 0.695 1.890
H -4.262 -4.283 0.861
H 4.505 1.890 -1.437
H 7.692 -1.790 -0.144
H 3.874 2.593 0.796
H -5.575 3.374 -0.705
H 9.769 -1.796 -1.457
H 2.132 -1.763 -0.173
H 9.922 2.465 -1.238
H 7.832 2.462 0.083
H -6.562 0.077 -2.071
H 4.731 1.909 2.185
H 0.398 1.389 0.501
H -8.801 -0.891 -1.839
H -9.886 2.238 0.866
H -4.657 -0.070 -0.708
H -7.631 3.207 0.639
H 10.891 0.330 -2.009
H -2.271 -2.730 0.658
H 5.794 0.689 -1.615
H 4.325 -1.060 -0.639
H -1.972 1.514 1.007
H 2.232 1.153 -0.516
H 5.952 -0.655 0.942
H -3.890 0.132 2.103
H 3.675 -0.310 1.748
*
```